1.
{
  "formula": "C25H52CrNO24",
  "method": "wB97M-V/def2-TZVPD",
  "elements": ["Cr", "C", "C", "C", "O", "H", "H", "H", "H", "H", "H", "H", "C", "O", "C", "O", "O", "C", "H", "H", "H", "H", "H", "H", "C", "O", "C", "O", "O", "C", "H", "H", "H", "H", "H", "H", "C", "O", "C", "O", "O", "C", "H", "H", "H", "H", "H", "H", "C", "O", "C", "O", "O", "C", "H", "H", "H", "H", "H", "H", "C", "O", "C", "O", "O", "C", "H", "H", "H", "H", "H", "H", "C", "O", "C", "O", "O", "C", "H", "H", "H", "H", "H", "H", "C", "O", "C", "O", "O", "C", "H", "H", "H", "H", "H", "H", "C", "N", "O", "O", "H", "H", "H"],
  "positions_angstrom": [[0.474080, -0.153427, 0.276052], [3.068220, -2.163437, -2.387098], [1.618560, -2.171407, -2.383478], [1.043850, -3.586927, -2.754598], [1.055530, -1.471117, -1.325108], [3.503510, -2.730187, -3.210148], [3.400850, -2.654377, -1.472528], [3.342950, -1.111517, -2.309048], [1.284470, -1.710087, -3.312818], [1.585710, -3.933527, -3.634568], [-0.015080, -3.637587, -3.007998], [1.257210, -4.313327, -1.970418], [2.314800, -3.965267, 1.057502], [2.647930, -3.385457, 2.333392], [2.163570, -2.167957, 2.564072], [1.512640, -1.484057, 1.751362], [2.493580, -1.739077, 3.821252], [3.313810, -2.405247, 4.780672], [3.042370, -4.751177, 0.854762], [2.460520, -3.187807, 0.307552], [1.311910, -4.386927, 0.990302], [4.277250, -1.905207, 4.681482], [3.426480, -3.468777, 4.570162], [2.986320, -2.300497, 5.815022], [-1.792560, 4.494563, -2.122578], [-1.505480, 3.419583, -1.286608], [-0.594770, 2.446193, -1.540158], [-0.401750, 1.572403, -0.722748], [-0.037660, 2.591933, -2.722238], [0.876910, 1.632573, -3.247778], [-2.217560, 4.105833, -3.047978], [-0.988110, 5.224993, -2.208788], [-2.455640, 5.259333, -1.718168], [1.576180, 2.067273, -3.962028], [0.238650, 0.867723, -3.690188], [1.354980, 1.117623, -2.414488], [-3.720270, -4.495677, -6.417418], [-3.528070, -3.837827, -5.189468], [-2.535680, -2.949407, -5.016978], [-1.659580, -2.704057, -5.894848], [-2.690240, -2.361837, -3.819568], [-2.004290, -1.206677, -3.481478], [-2.802920, -4.797117, -6.923088], [-4.307040, -3.902747, -7.119018], [-4.278830, -5.413167, -6.232128], [-2.661800, -0.355447, -3.658088], [-1.009070, -1.141947, -3.921318], [-1.791110, -1.159077, -2.413598], [-3.382680, 1.715033, 3.644132], [-2.418980, 1.042553, 2.828562], [-1.127400, 1.005573, 3.066182], [-0.294550, 0.702883, 2.240802], [-0.848690, 1.145373, 4.413512], [0.445570, 0.730493, 4.819502], [-2.961670, 2.566863, 4.178212], [-3.585660, 1.101603, 4.521972], [-4.290310, 1.969193, 3.096662], [0.877500, -0.174077, 4.391382], [0.415840, 0.474983, 5.878712], [1.235010, 1.482083, 4.820662], [4.122030, 1.055863, 2.435992], [4.369330, 1.389283, 1.059172], [3.299100, 1.341163, 0.238562], [2.148850, 0.988513, 0.572582], [3.489330, 1.770303, -0.980178], [4.746950, 2.380833, -1.482768], [4.735560, 1.653653, 3.110032], [4.380270, 0.003543, 2.554562], [3.076570, 1.071193, 2.743992], [5.294800, 3.012463, -0.783478], [4.700390, 3.043233, -2.347158], [5.402490, 1.573703, -1.809718], [3.689590, 4.605833, 2.784222], [2.358590, 4.193713, 3.058402], [1.465230, 4.153983, 2.164312], [1.773810, 4.090773, 0.950402], [0.265080, 4.035483, 2.674142], [-0.867780, 4.017473, 1.839502], [3.636450, 5.692173, 2.712412], [4.171280, 4.239923, 1.877482], [4.321760, 4.327133, 3.627302], [-0.665170, 4.546283, 0.908162], [-1.754770, 4.422033, 2.327042], [-1.063960, 3.002623, 1.493552], [-1.810490, -3.977477, -0.505738], [-2.715040, -3.168737, 0.198072], [-2.293030, -1.959477, 0.769172], [-1.234960, -1.342357, 0.607862], [-3.236470, -1.523697, 1.642612], [-4.565410, -2.005987, 1.621082], [-2.033180, -5.034857, -0.362658], [-0.778730, -3.828157, -0.187528], [-1.891980, -3.722377, -1.562328], [-4.805520, -2.941887, 2.125602], [-4.919390, -2.175237, 0.604152], [-5.180680, -1.234607, 2.084262], [-4.105730, 1.269903, -0.855218], [-4.641040, 2.554193, -0.234208], [-4.986380, 2.473963, 0.923652], [-4.641020, 3.599723, -0.940858], [-3.936130, 0.532693, -0.070458], [-3.114980, 1.503923, -1.244768], [-4.904900, 0.916063, -1.506538]],
  "atomic_forces_ev_per_a": [[0.4, -1.4, -0.9], [1.5, -0.2, 0.9], [-3.4, -0.1, -1.3], [0.7, 0.0, 1.0], [-0.4, 0.2, 1.2], [0.1, 0.5, -0.2], [0.3, 0.0, 0.2], [0.6, -0.1, -0.3], [0.2, 1.0, -0.6], [0.0, 0.0, -0.1], [-0.1, 0.4, 0.2], [-0.1, -0.3, 0.3], [0.7, 0.2, -0.9], [-0.6, 0.2, 0.2], [-0.3, 0.5, -0.3], [1.9, -1.9, 2.9], [-1.7, 0.7, -1.4], [1.2, -0.6, -0.6], [0.0, 0.0, 0.4], [-0.4, -0.1, -0.1], [0.0, 0.3, 0.4], [0.2, -0.3, 0.2], [-0.1, 0.1, -0.1], [-0.6, 0.4, -0.4], [0.0, 1.6, -1.4], [0.5, -1.5, 1.8], [-0.4, 1.4, -0.5], [-0.4, 0.4, -0.5], [-0.3, 1.2, 0.1], [-0.5, -1.6, 0.8], [0.3, 0.5, -0.2], [1.0, -0.9, -0.8], [-1.0, -1.2, 0.9], [-0.4, 0.3, 0.3], [0.3, 0.0, -0.5], [0.4, 0.2, -0.1], [0.1, -0.7, -1.2], [0.4, 0.7, 1.4], [2.1, 0.6, -3.6], [-2.8, -0.6, 3.4], [-0.7, -1.9, -0.4], [1.0, 1.3, 0.6], [0.2, 0.3, 0.3], [0.1, 0.3, 0.2], [0.0, 0.2, 0.4], [0.3, 0.2, -0.5], [-0.3, 0.1, -0.5], [-0.2, -0.6, 0.2], [0.4, 0.0, 2.1], [0.1, 0.7, -1.3], [0.2, -0.9, 2.0], [-0.2, 0.5, 0.2], [-0.1, -0.1, -1.9], [1.4, -0.5, 1.5], [0.2, 0.5, -0.8], [-0.5, -0.6, -0.3], [0.5, -0.2, -0.2], [-0.7, 0.2, -0.8], [-0.7, 0.1, 0.1], [-0.4, 0.6, -0.7], [-0.2, -1.3, 0.6], [-1.5, 0.4, -0.7], [-1.2, 0.3, 0.8], [2.6, 0.4, -0.2], [1.0, 1.1, -1.0], [1.0, -0.6, 0.4], [0.0, 0.2, -0.5], [0.4, 0.0, 0.0], [-0.1, 0.6, -0.5], [-0.5, -0.5, 0.7], [-1.6, -0.3, -0.1], [-0.1, -0.1, 0.3], [0.5, 0.9, -0.2], [1.5, -0.3, 3.4], [0.2, -1.2, -5.7], [-1.4, 0.6, 2.0], [-0.2, 0.4, 1.4], [-0.3, -0.4, -1.7], [0.4, 0.0, 0.0], [-0.7, -0.4, -0.1], [-0.4, 0.0, 0.1], [0.0, 0.3, 0.2], [0.4, 0.1, 0.3], [0.0, -0.1, 0.2], [1.3, -0.2, -1.1], [0.3, 2.9, 2.0], [-0.4, -1.1, 0.0], [-2.6, -1.9, 0.0], [1.8, -0.1, -1.0], [-1.5, -0.3, -0.6], [-0.5, 0.2, 0.2], [0.0, 0.3, 0.0], [0.1, -0.2, 0.0], [0.9, -0.1, 0.4], [0.1, 0.3, -0.1], [0.2, 0.1, -0.1], [-0.1, 0.4, 0.6], [0.8, 1.3, -1.2], [-0.2, 0.5, -0.3], [-0.1, -2.7, 1.8], [-0.3, 0.3, 0.2], [-0.5, 0.1, -0.6], [0.5, 0.1, -0.4]],
  "lowdin_spin": [3.751, 0.001, 0.005, 0.001, 0.052, 0.000, 0.000, 0.000, 0.001, 0.000, 0.000, 0.000, 0.000, 0.002, 0.007, 0.032, 0.002, 0.000, 0.000, 0.000, 0.000, 0.000, 0.000, 0.000, 0.001, 0.003, 0.009, 0.042, 0.003, 0.000, 0.000, 0.000, 0.000, 0.000, 0.000, 0.000, 0.000, 0.000, 0.000, 0.000, 0.000, 0.000, 0.000, 0.000, 0.000, 0.000, 0.000, 0.000, 0.000, 0.001, 0.004, 0.016, 0.001, 0.000, 0.000, 0.000, 0.000, 0.000, 0.000, 0.000, 0.000, 0.002, 0.007, 0.020, 0.003, 0.000, 0.000, 0.000, 0.000, 0.000, 0.000, 0.000, 0.000, 0.000, 0.000, 0.000, 0.000, 0.000, 0.000, 0.000, 0.000, 0.000, 0.000, 0.000, 0.000, 0.004, 0.008, 0.016, 0.003, 0.000, 0.000, 0.000, 0.000, 0.000, 0.000, 0.000, 0.000, 0.000, 0.000, 0.000, 0.000, 0.000, 0.000],
  "total_charge": 1,
  "homo_energy_ev": [-9.62, -9.85],
  "multiplicity": 5,
  "de_lowest_kj_mol": 42.88,
  "s2": 6.0043,
  "orbital_gap_ev": [7.7212, 7.9526],
  "energy_ha": -3888.42378
}

2.
{
  "formula": "C25H52NO28S",
  "method": "wB97M-V/def2-TZVPD",
  "elements": ["S", "O", "O", "O", "O", "C", "C", "C", "O", "H", "H", "H", "H", "H", "H", "H", "C", "O", "C", "O", "O", "C", "H", "H", "H", "H", "H", "H", "C", "O", "C", "O", "O", "C", "H", "H", "H", "H", "H", "H", "C", "O", "C", "O", "O", "C", "H", "H", "H", "H", "H", "H", "C", "O", "C", "O", "O", "C", "H", "H", "H", "H", "H", "H", "C", "O", "C", "O", "O", "C", "H", "H", "H", "H", "H", "H", "C", "O", "C", "O", "O", "C", "H", "H", "H", "H", "H", "H", "C", "O", "C", "O", "O", "C", "H", "H", "H", "H", "H", "H", "C", "N", "O", "O", "H", "H", "H"],
  "positions_angstrom": [[4.951221, 4.996338, -3.117525], [3.852951, 4.054228, -2.861815], [5.875851, 5.026548, -2.010895], [5.528611, 4.448338, -4.311985], [4.220141, 6.209578, -3.400685], [-0.206769, -1.028562, -1.120605], [-1.008599, 0.265928, -1.478065], [-1.397039, 0.981798, -0.123435], [-0.349439, 1.056748, -2.422015], [0.672321, -0.702792, -0.564575], [0.119021, -1.562302, -2.013405], [-0.741439, -1.706612, -0.455405], [-1.872729, -0.118482, -2.019925], [-2.090299, 0.373818, 0.457815], [-1.927379, 1.895088, -0.393145], [-0.568319, 1.151378, 0.563995], [-3.785389, 0.111748, 6.184215], [-3.865899, 0.860108, 7.453025], [-4.514079, 2.038918, 7.512525], [-5.024189, 2.599358, 6.565885], [-4.476609, 2.456678, 8.797575], [-5.003699, 3.711928, 9.249985], [-2.955819, -0.592482, 6.247095], [-3.445059, 0.744688, 5.364665], [-4.765929, -0.271282, 5.901505], [-5.211209, 3.579448, 10.311815], [-5.867469, 4.000198, 8.650895], [-4.217899, 4.442118, 9.056495], [0.333641, -4.113232, 3.530025], [0.923651, -2.860942, 4.026505], [2.196591, -2.638262, 4.270115], [3.028431, -3.533932, 4.122035], [2.344031, -1.498822, 4.928205], [3.533691, -1.259552, 5.643215], [-0.741329, -3.947712, 3.458285], [0.643251, -5.002382, 4.079245], [0.644061, -4.209432, 2.489595], [3.214431, -0.635502, 6.477915], [4.339871, -0.723842, 5.142045], [3.883621, -2.162222, 6.144055], [-2.331279, -1.987922, -7.118115], [-1.876929, -3.220992, -7.511715], [-0.640439, -3.629572, -7.179485], [0.217261, -2.845302, -6.713435], [-0.460309, -4.834172, -7.590445], [0.649031, -5.675992, -7.189785], [-2.383659, -1.868602, -6.035935], [-3.268299, -1.695992, -7.592325], [-1.620049, -1.215322, -7.410275], [0.769501, -6.437062, -7.960745], [0.536821, -6.164372, -6.221805], [1.586431, -5.125212, -7.267445], [5.397271, -7.806972, -3.932715], [5.016631, -6.501622, -4.329575], [4.605801, -5.571182, -3.383415], [4.428571, -4.398072, -3.716685], [4.432701, -6.125772, -2.207045], [4.037221, -5.328012, -1.100495], [6.335521, -7.690632, -3.390275], [5.614741, -8.478692, -4.763125], [4.717791, -8.347752, -3.273945], [3.006721, -4.984642, -1.191375], [4.617291, -4.473692, -0.751565], [3.959671, -5.993272, -0.240545], [7.694561, -0.938312, 1.941465], [7.025451, -0.831732, 0.691745], [5.996691, 0.054178, 0.501235], [5.407141, 0.156348, -0.576875], [5.639481, 0.607368, 1.620125], [4.748331, 1.613928, 1.655365], [7.089581, -1.003202, 2.845845], [8.360911, -0.090232, 2.099035], [8.224921, -1.881602, 2.071965], [3.726271, 1.235628, 1.635505], [4.820021, 2.327578, 0.834605], [5.055491, 2.151738, 2.552305], [2.633401, 7.147788, 2.099765], [2.061451, 6.337008, 3.100115], [1.005761, 5.610038, 2.791425], [0.536631, 5.517438, 1.662075], [0.490841, 5.304298, 3.953025], [-0.554819, 4.450218, 4.005725], [3.322531, 7.825668, 2.603435], [1.938561, 7.751328, 1.515775], [3.255701, 6.503858, 1.478325], [-0.203769, 3.424828, 4.121585], [-1.351709, 4.472988, 3.262395], [-1.021839, 4.759818, 4.940685], [-5.677129, 3.419448, -5.826355], [-6.418489, 3.471358, -4.607695], [-5.913289, 3.936678, -3.486615], [-4.787849, 4.389148, -3.321565], [-6.885069, 3.778868, -2.510505], [-6.544189, 3.964558, -1.096305], [-5.319499, 4.440238, -5.961205], [-6.182299, 3.170038, -6.759465], [-4.842429, 2.730958, -5.694615], [-7.191569, 3.410098, -0.416925], [-6.597719, 5.017548, -0.819815], [-5.536689, 3.573588, -0.954275], [-6.790519, -1.813382, -2.706495], [-6.743499, -2.148392, -1.219315], [-7.809709, -2.136592, -0.572795], [-5.649129, -2.486972, -0.748215], [-7.863419, -1.929032, -2.860075], [-6.291599, -2.558042, -3.326705], [-6.474309, -0.772892, -2.780695]],
  "atomic_forces_ev_per_a": [[-3.5, -2.6, -0.4], [-1.2, -1.7, 1.8], [1.9, 1.0, 1.8], [3.0, -0.2, -3.0], [0.2, 3.9, -0.1], [0.3, 0.6, 0.3], [2.0, 0.9, -1.5], [-0.5, -0.5, -0.9], [-0.9, -1.1, 2.0], [0.4, 0.0, -0.1], [-0.1, 0.1, -0.1], [-0.4, -0.3, 0.1], [-1.5, -0.3, 0.4], [-0.4, -0.4, 0.1], [0.3, 0.3, 0.2], [0.4, 0.3, -0.4], [0.2, 1.5, -0.1], [0.1, -0.3, -0.1], [-0.1, 0.1, -0.9], [0.2, -0.2, 1.1], [0.2, -1.0, -0.1], [0.5, -0.2, -1.3], [-0.6, -0.3, 0.7], [-0.3, 0.5, 0.1], [0.2, -0.3, 0.3], [0.0, 0.1, -0.2], [-0.2, -0.1, 0.2], [-0.1, 0.3, 0.4], [1.3, 1.1, -1.0], [-2.1, 0.6, 0.0], [0.9, -3.8, 0.7], [-0.2, 1.7, 0.0], [-0.4, 0.4, -0.9], [0.2, 0.1, 1.5], [0.2, 0.1, 0.7], [0.0, 0.3, 0.3], [0.2, -0.2, 0.0], [0.0, 0.3, -0.1], [-0.3, -0.3, -0.6], [0.2, -0.2, -0.5], [0.7, 2.8, 0.8], [-0.3, -2.7, -0.6], [2.7, 5.4, 1.4], [-2.4, -2.7, -0.9], [-0.2, -3.2, -0.3], [0.7, 0.8, -0.8], [-0.2, -0.3, 0.1], [-0.1, -0.8, 0.0], [0.2, 0.1, -0.1], [-0.6, -0.1, 0.0], [-0.3, 0.5, 0.0], [-0.1, 0.3, 0.6], [0.9, -0.2, 1.0], [-0.8, 0.4, 0.2], [-0.1, 2.7, -2.5], [0.5, -3.3, 1.2], [0.5, -0.3, 0.7], [-1.6, 0.2, 1.5], [0.1, -0.3, 0.2], [-0.3, 0.6, -0.5], [-0.4, 0.4, 0.0], [0.1, 0.2, -0.6], [0.6, -0.1, -1.0], [0.4, -0.4, -0.2], [-0.1, 0.3, 0.9], [0.1, -0.3, 0.1], [-1.9, -1.1, -3.6], [2.2, -0.3, 2.9], [2.7, -1.9, 1.0], [-1.9, 2.8, -0.1], [-0.9, 0.5, -0.3], [0.2, -0.1, -0.2], [0.3, 0.0, -1.1], [-0.1, 0.1, 0.4], [0.2, -0.2, -0.4], [-0.8, 0.2, 0.2], [1.3, -0.1, -0.6], [0.7, 0.5, 0.7], [-0.6, 2.1, -3.4], [0.5, -0.7, 2.4], [1.0, 0.3, 0.2], [-2.4, -1.7, 1.6], [-0.1, 0.0, 0.2], [-0.3, -0.5, 0.0], [-0.3, 0.2, -0.5], [-0.1, -0.1, -0.1], [0.6, 0.4, -0.6], [-0.4, -0.5, 0.2], [1.8, 1.2, 0.6], [-2.1, -1.0, -0.9], [2.1, 0.7, 1.9], [-2.3, -0.7, -0.3], [0.1, -0.1, -0.2], [1.1, 0.1, -0.9], [0.6, -0.1, -0.2], [-1.1, -0.3, 0.8], [0.1, 0.2, -0.1], [-0.4, -0.2, -0.7], [0.1, 0.0, -0.2], [0.1, 0.3, 0.1], [-1.5, -0.2, 1.2], [1.0, -1.3, 1.0], [1.4, 0.3, -1.1], [-1.8, 0.7, -0.7], [0.1, 0.5, -0.5], [0.6, 0.4, 0.5], [0.2, -0.3, -0.3]],
  "mulliken_charge": [1.064, -0.656, -0.729, -0.737, -0.728, -1.079, 0.713, -1.146, -0.875, 0.208, 0.239, 0.261, -0.069, 0.331, 0.229, 0.239, -0.638, -0.148, 0.449, -0.435, -0.080, -0.963, 0.245, 0.293, 0.288, 0.240, 0.308, 0.319, -0.650, -0.278, 0.791, -0.619, -0.222, -0.737, 0.243, 0.283, 0.291, 0.294, 0.243, 0.330, -0.650, -0.319, 0.814, -0.571, -0.334, -0.657, 0.313, 0.220, 0.307, 0.254, 0.276, 0.344, -0.648, -0.322, 0.746, -0.514, -0.285, -0.716, 0.283, 0.270, 0.272, 0.320, 0.327, 0.256, -0.573, -0.347, 0.803, -0.515, -0.321, -0.765, 0.181, 0.283, 0.295, 0.277, 0.475, 0.201, -0.655, -0.343, 0.773, -0.550, -0.293, -0.652, 0.200, 0.299, 0.358, 0.269, 0.349, 0.232, -0.614, -0.324, 0.770, -0.526, -0.327, -0.604, 0.282, 0.223, 0.314, 0.238, 0.255, 0.303, -0.700, 0.804, -0.556, -0.484, 0.319, 0.266, 0.282],
  "total_charge": -3,
  "homo_energy_ev": 3.22,
  "orbital_gap_ev": 0.9695,
  "energy_ha": -3542.97221
}